DFT (ωB97M-V with the def2-TZVPD basis set) results for a 3-piece molecular cluster, C19H43F10N3O2PS2 overall at a distorted geometry.

Computed properties:
**E_tot**: -87081.2094 eV
**Charge**: +1
**Orbital gap**: 5.91 eV

Last column: Mulliken charge in e.
CARTESIAN COORDINATES (ANGSTROEM)
1 H 2.5367 -4.6670 1.1802  0.3236
2 H -4.0593 -0.0543 -0.5089  0.5652
3 H -0.2645 2.1932 -2.3138  0.2164
4 C 1.5030 -4.6933 1.5368  -0.2319
5 C 0.4589 -1.4081 -2.2375  -0.3851
6 F 1.0592 -0.3856 4.7600  -0.3356
7 H 2.6688 6.5521 -4.9013  0.2722
8 H -5.1852 -2.1148 0.2588  0.2310
9 H 2.4910 -4.5812 4.1997  0.1463
10 H 3.1039 5.2877 -0.9721  0.2771
11 H 3.0222 -6.7468 1.8027  0.3939
12 C -1.3502 2.6063 -2.4525  -0.1729
13 H 3.9725 -5.3897 3.6581  0.3438
14 H -0.1934 0.7923 -0.6462  0.3446
15 O 1.8654 4.7531 -2.5371  -0.4098
16 F 2.0676 1.1145 3.2034  -0.2979
17 H 0.2221 5.9917 -2.1756  0.3623
18 C -4.4467 -3.0230 0.0446  -0.3870
19 H -3.3618 1.9573 -1.6019  0.4977
20 H 1.0590 -2.0706 -3.0128  0.4368
21 H -1.9813 0.4457 -4.9915  0.2808
22 C 2.0792 -6.8714 2.3484  -0.7500
23 H -2.8871 0.6852 1.2338  0.3235
24 C 1.0290 5.8529 -2.9051  -0.5180
25 H 0.8581 -4.2817 0.7545  0.0740
26 H 1.3871 -4.0649 2.4212  0.0089
27 C -0.5057 0.5681 3.0592  0.6717
28 F 1.2553 -0.3469 1.3213  -0.2288
29 C 2.2253 7.8869 -1.8886  -1.3904
30 H -4.0941 -0.4078 -2.3609  0.3591
31 H 3.0735 7.4006 -1.3996  0.2750
32 H -2.3421 2.2471 0.3356  0.2944
33 F 0.2716 -1.8208 2.9472  -0.3709
34 H -1.0801 -0.7438 -0.0114  0.4138
35 H -5.0850 -3.9443 -0.3261  0.3842
36 H 2.8621 -7.6133 4.2052  0.4173
37 H 1.4002 7.9385 -1.1708  0.3426
38 P -1.2761 -0.9122 -2.8589  0.1510
39 S 1.1232 -0.2962 3.0176  1.1711
40 C 3.0773 -5.5005 4.2787  -1.2360
41 H -0.6920 -0.8920 -5.3224  0.3676
42 H -1.3944 3.0323 -3.5669  0.2640
43 H 2.5336 8.9144 -2.1131  0.3535
44 H -0.1919 0.8113 -4.5265  0.2784
45 C 1.7931 7.1717 -3.1663  0.2269
46 H 0.4100 -6.0269 4.1603  0.2940
47 C -1.0159 -0.0516 -4.5420  -0.8771
48 C -1.9329 1.2142 0.7734  -0.8059
49 H -2.6637 -2.9141 1.6136  0.0377
50 F 2.5750 -1.2051 3.0973  -0.2831
51 H 0.5130 -7.6140 4.3876  0.2772
52 H -4.4443 -2.9585 2.3309  0.2490
53 F -1.5808 -0.4940 3.0869  -0.1768
54 C 2.1992 4.7067 -1.1581  -0.7052
55 O 1.0655 -6.0143 1.8171  -0.4058
56 H 1.3809 5.0570 -0.5226  0.3296
57 S -3.1817 -2.4039 -1.1907  0.0399
58 H 3.4051 -5.5803 5.3215  0.3560
59 C -3.4449 -0.5540 -1.3698  -0.6038
60 H 1.1110 7.8469 -3.6976  0.4352
61 H -3.1399 1.3135 -3.3581  0.5596
62 H -3.6943 -4.5824 1.6850  0.3160
63 H 1.7364 -7.8932 2.1426  0.3307
64 H 2.4172 3.6667 -0.8971  0.2439
65 N 2.9746 6.9521 -4.0135  -0.7223
66 N -2.1216 0.1797 -1.6745  0.1292
67 F -0.6179 1.2330 4.4125  -0.2433
68 H 1.1084 -0.4963 -1.8267  0.2174
69 H 0.3045 -2.1124 -1.2859  -0.0735
70 F -1.5980 2.7773 2.6847  -0.3239
71 C -0.8420 1.6868 1.9516  0.5686
72 H 0.5475 5.5532 -3.8443  0.2991
73 C -2.5457 1.4907 -2.3379  -0.8427
74 F -1.6274 3.8084 -1.5820  -0.3386
75 N 1.0013 -6.7419 4.5942  -0.7108
76 C -3.7220 -3.4170 1.4985  -0.6256
77 C -1.2623 0.3544 -0.4433  -0.7971
78 H 3.5192 6.1977 -3.5852  0.3248
79 F 0.2745 2.3895 1.2970  -0.1764
80 C 2.2841 -6.7411 3.8756  0.3495


DFT (ωB97M-V with the def2-TZVPD basis set) results for a 3-piece molecular cluster, C19H43N3O4P overall at a distorted geometry.

Computed properties:
**E_tot**: -42341.6339 eV
**Charge**: +1
**Orbital gap**: 6.48 eV

Last column: Mulliken charge in e.
CARTESIAN COORDINATES (ANGSTROEM)
1 H 2.0592 0.6348 -9.7359  0.3739
2 N -1.3008 -1.1240 6.4171  0.1249
3 H 4.0836 0.1624 -7.0867  0.3283
4 C 0.7434 1.4279 1.5291  -0.9495
5 N -2.0098 0.2595 -0.9711  0.3454
6 C -2.3667 -0.9401 -0.2404  0.7368
7 H 1.4597 2.5969 -8.1601  0.3592
8 C 1.9512 1.6741 -7.8446  -0.7498
9 H -1.8441 2.7022 -0.8417  0.1808
10 H 0.5177 1.2413 6.2130  0.3128
11 H 0.3518 1.8108 -4.8990  0.2929
12 C -0.1141 -0.8320 -2.3641  -0.6831
13 H -1.1614 -3.0406 8.4775  0.3120
14 H 1.8956 -0.5938 -6.1081  0.2498
15 H 4.2637 -0.5399 -5.4893  0.4464
16 H -1.0160 0.6742 -7.3855  0.3365
17 H -0.2137 -1.5395 -3.1831  0.3574
18 H -0.4071 -2.7531 5.5242  0.3731
19 H -2.3107 0.3602 7.4419  0.3339
20 H 3.0175 1.8635 -7.9779  0.4205
21 H 0.7190 -0.1612 -2.5969  0.1002
22 H -2.2987 -1.1833 8.2268  0.4236
23 C 3.8404 0.3044 -6.0347  -1.5356
24 H -1.6116 0.5483 5.2383  0.3348
25 N 1.7019 1.5113 -6.4201  0.0837
26 H -0.8726 -0.8134 4.4316  0.0979
27 C 2.3397 0.3668 -5.7977  0.0808
28 C -0.7092 0.6318 -6.3419  -0.9569
29 C -0.5310 -0.0285 8.6033  -0.9619
30 H -0.0925 0.9170 8.2873  0.2820
31 H -2.3554 -0.7640 1.9003  0.1831
32 H 0.3799 2.2328 2.1634  0.3443
33 H 0.9184 1.0193 -0.5891  0.3125
34 C 0.7171 -0.9103 1.4342  0.0196
35 C -1.3480 0.0053 -2.3049  0.1112
36 H -0.9211 0.1204 9.6109  0.3735
37 O 1.8469 -0.9848 1.0537  -0.4642
38 H 0.2673 -0.7686 8.6708  0.2506
39 C -1.1006 -3.3790 7.4437  -1.4550
40 O -1.8432 0.5375 -3.2413  -0.4075
41 C -1.6635 -0.4888 7.6754  -0.7283
42 O -2.1501 -1.9995 -0.7562  -0.4752
43 C -3.0665 -0.7731 1.0719  -1.1542
44 H 1.2932 -0.2900 5.7970  0.2599
45 H -0.4790 -4.2743 7.4336  0.4330
46 H 4.3281 1.2160 -5.6883  0.3409
47 H -2.0137 1.6308 1.0916  0.1335
48 H 0.4733 0.5310 -8.9948  0.2793
49 H -3.6853 0.1214 1.1176  0.4277
50 C -0.4929 -2.3280 6.5291  -0.2293
51 C 0.3640 1.6847 0.0713  -0.3994
52 H 0.1142 -1.3462 -1.4355  0.3529
53 O 0.1708 0.2048 1.9954  0.0158
54 H 2.1651 0.4512 -4.7182  0.0552
55 C 0.5244 0.4213 5.4972  -0.8900
56 H 1.8289 1.3978 1.6061  0.5219
57 H -1.6027 0.7839 -5.7385  0.3759
58 C -0.8578 -0.2363 5.3653  -0.4375
59 H -3.7174 -1.6377 1.1910  0.3694
60 C 1.5410 0.5300 -8.7817  -0.9538
61 H -0.0121 2.6688 -6.3733  0.3584
62 H 0.8273 0.8395 4.5336  0.1735
63 C 0.3303 1.7032 -5.9922  -0.6279
64 H 0.0032 -1.7361 1.3415  0.4025
65 H -2.1021 -3.6539 7.1114  0.3372
66 P -1.4131 1.5721 -0.1563  0.1393
67 H 0.5355 -2.1216 6.8652  0.2394
68 H 0.6488 2.7049 -0.2017  0.5393
69 H -0.3436 -0.3757 -6.1358  0.1787
70 H 1.8059 -0.4470 -8.3746  0.2432


DFT (ωB97M-V with the def2-TZVPD basis set) results for a 3-piece molecular cluster, C19H44BN6O6 overall at a distorted geometry.

Computed properties:
**E_tot**: -42309.5485 eV
**Charge**: +1
**Orbital gap**: 6.09 eV

Last column: Mulliken charge in e.
CARTESIAN COORDINATES (ANGSTROEM)
1 C 3.0301 -1.6145 7.4034  -0.5123
2 C -2.8359 1.3782 -6.7223  -0.5696
3 H 0.3327 -4.0530 4.5956  0.4008
4 H 2.0905 0.8922 -6.7483  0.4131
5 H -2.9854 0.8215 -3.5144  0.1492
6 H 2.1401 -0.5497 0.2060  0.4229
7 H -3.1360 3.5556 -0.1684  0.4224
8 C 2.5830 -4.5381 6.1652  -0.6790
9 H -1.5675 2.4639 1.6384  0.3661
10 C -4.1413 1.8768 0.7889  -0.7778
11 B 1.5195 1.9574 0.9287  0.1443
12 N 2.3511 -3.6824 4.9991  -0.3327
13 H 2.5437 -4.7124 8.2850  0.3613
14 H 2.9682 -2.8823 5.0693  0.0691
15 O 1.4835 -0.9173 4.2584  -0.3642
16 H -3.7335 1.5981 -7.3014  0.3046
17 H -5.0107 1.4937 0.1992  0.2857
18 C -1.5620 2.2404 0.5356  -0.5932
19 O -3.1306 1.6198 -5.3524  -0.4246
20 H 0.9750 -0.3785 -4.8562  0.3438
21 C 1.2229 0.2428 -6.8982  -0.8214
22 H 0.9318 1.4901 2.7961  0.2344
23 H 3.4683 -1.2906 3.7698  0.4119
24 O 0.4149 0.6681 -7.9917  -0.3438
25 H 2.9728 0.4043 3.8404  0.2829
26 H 1.7933 2.0755 -8.6611  0.3411
27 N 1.7176 2.0127 2.3788  -0.3878
28 C -2.9605 2.4387 -0.1310  -0.5391
29 H -0.8818 3.0280 0.0903  0.2375
30 H 1.9517 -1.4365 7.3707  0.2586
31 H 0.4225 2.7295 -7.7139  0.3010
32 N -0.0100 1.4468 -5.1384  -0.2392
33 C 0.3875 0.1289 -5.6283  -0.1864
34 H 1.2599 -2.4635 2.8514  0.3573
35 H 2.4693 -0.5871 2.4603  -0.0408
36 H 1.6047 2.9693 2.7272  0.2571
37 H -4.5312 2.7589 1.3747  0.3690
38 H 1.9490 -5.4271 6.0818  0.3989
39 C 0.7259 1.9757 -8.4471  -0.7072
40 H 1.3706 -3.5498 7.7146  0.3353
41 H -2.5514 0.3394 -6.9073  0.2820
42 C -2.3958 0.8291 -4.4336  -0.3698
43 H -2.3442 -0.2146 -4.7653  0.3757
44 H -0.3854 1.9859 -5.9096  0.1002
45 O 3.3457 -2.9147 7.8723  -0.4253
46 H 0.6089 -2.7929 5.8184  0.2052
47 H 1.4654 3.6569 -0.0030  0.3373
48 H 3.4777 -0.8936 8.0889  0.3268
49 C 2.6592 -0.5922 3.5379  -0.4930
50 C -1.6234 -0.3206 -0.1898  -0.4132
51 C 0.5853 0.7267 0.4054  0.1380
52 H 3.4746 -1.4475 6.4191  0.1495
53 C 0.9750 -3.2122 4.8742  -0.2929
54 H -4.0161 1.2385 2.7271  0.2528
55 H -0.4866 -0.4895 -5.8629  0.1868
56 H 0.1687 2.1516 -9.3670  0.2412
57 N 1.1198 -0.4892 0.0942  0.6903
58 H 1.5964 -0.7532 -7.1535  0.3968
59 C 2.3913 -3.9150 7.5527  -0.4778
60 C -0.8841 0.8775 0.2469  1.1203
61 H -1.1636 2.4386 -3.7500  0.2970
62 N -3.6512 0.9066 1.8299  -0.4720
63 O -3.0179 1.9842 -1.4823  -0.2914
64 H -3.8610 2.2168 -1.9041  0.3393
65 H -4.1008 0.0194 1.6012  0.2206
66 H 3.6174 -4.8841 6.0966  0.3706
67 H -1.3172 -2.4438 -0.7968  0.5318
68 H -0.6076 0.8584 -3.2229  0.0265
69 O 2.0998 2.9226 0.0883  -0.5275
70 C 0.8615 -2.1244 3.8137  -0.7282
71 H -2.0521 2.0552 -7.0667  0.1800
72 C -1.0180 1.4064 -4.0803  -0.2566
73 N 0.5422 -1.5779 -0.3328  -1.0455
74 H -0.1996 -1.8944 3.6702  0.3863
75 C -0.7835 -1.5243 -0.4581  -0.6564
76 H -2.7233 -0.3135 -0.3067  0.3456


DFT (ωB97M-V with the def2-TZVPD basis set) results for a 7-piece molecular cluster, C19H44BrN2O12P overall at a distorted geometry.

Computed properties:
**E_tot**: -127290.5053 eV
**Charge**: -2
**Orbital gap**: 4.97 eV

Last column: Mulliken charge in e.
CARTESIAN COORDINATES (ANGSTROEM)
1 C 2.1908 5.1177 -3.5109  -0.2184
2 O 4.0955 0.6948 3.8151  -0.4808
3 H 4.4668 -7.4369 -2.9056  0.2485
4 H 0.8094 5.1628 0.8214  0.1990
5 C -2.5040 -3.6309 2.0307  -1.1652
6 H 1.7323 -4.5230 -3.0361  0.3582
7 H -5.0811 -3.6413 -3.1834  0.2862
8 H 3.2218 5.1049 -3.8771  0.2610
9 H 0.4197 0.9884 -0.7369  -0.1056
10 P -0.4218 -0.5911 0.8992  2.5385
11 H -3.8407 -2.3691 -3.0858  0.2346
12 H -5.6828 3.1480 2.4587  0.3053
13 O 3.5123 -5.6055 -2.8039  -0.4033
14 H 5.3058 1.7694 5.0602  0.2305
15 C 1.2941 -3.7812 -2.3125  -0.4726
16 H 3.1493 0.2817 -2.1139  0.2868
17 H 3.8784 -5.4361 -1.9281  0.2626
18 H -1.8772 0.5285 2.2513  0.1549
19 C 0.3398 -3.2978 -0.0173  -0.3938
20 C 4.2778 1.7844 4.6917  -0.5756
21 H 0.7966 5.3702 2.5939  0.3127
22 H 4.0740 1.6796 -2.7467  0.2950
23 H -4.4496 1.8692 2.3414  0.2011
24 H 5.3860 -6.0463 -3.5568  0.2589
25 O 2.1894 2.0984 -2.0044  -0.3808
26 C 0.2472 -1.8774 -0.3966  0.5659
27 H 4.0994 2.7261 4.1611  0.2227
28 O -0.0262 -1.7941 2.2395  -0.5483
29 H -1.5598 3.7899 1.9487  0.0230
30 O -0.9116 0.5000 2.1740  -0.8153
31 O 1.8882 6.4042 -2.9680  -0.5101
32 H 0.9875 -5.2612 -0.7341  0.3009
33 H -1.4303 2.7048 -0.8959  0.2278
34 C 3.0806 1.2229 -2.6665  -0.7710
35 O -5.7330 -1.8519 -2.4288  -0.5558
36 O -3.9709 3.6298 1.4072  -0.4289
37 H 0.0479 3.1660 2.6698  0.1080
38 H 0.7385 -0.5977 -2.1608  0.4430
39 O -0.0951 3.0018 0.6046  -0.1082
40 N 1.2142 -2.4890 -2.6816  -0.7609
41 H -2.3289 -4.0516 1.0186  0.2251
42 C -2.1856 -1.3480 0.7110  -0.4257
43 H 3.1745 0.7319 3.4989  0.3457
44 C -0.6423 0.7708 -0.3924  -0.6842
45 H -3.4242 -4.1164 2.4456  0.4079
46 N 0.1113 -1.2675 3.4683  0.3230
47 Br -3.6584 -0.1997 0.0542  -0.3260
48 C 0.1449 5.1276 1.7250  -1.1451
49 H -0.6472 5.8958 1.5323  0.2982
50 C 0.8835 -4.1852 -1.0069  -0.7667
51 H -2.0730 2.1827 0.6594  -0.3119
52 H 1.5004 4.8901 -4.3279  0.2597
53 C -0.4670 3.6521 1.8045  0.2627
54 H -3.8774 -1.9761 1.9594  0.6323
55 C -2.7578 -2.0688 2.0176  -0.4939
56 C 1.3805 0.0528 1.1565  -0.0310
57 C -4.6999 -2.8170 -2.5809  -0.3982
58 H -1.6805 -3.8443 2.7535  0.2101
59 H -1.1289 0.4029 -1.3389  0.6537
60 C 0.7167 -1.6347 -1.7579  -0.4375
61 C -4.9449 2.6738 1.8025  -0.5284
62 H 2.5476 2.2528 -1.1196  0.2246
63 H 2.0785 4.3694 -2.7282  -0.0269
64 H 3.5900 1.7038 5.5414  0.2305
65 H 1.9942 7.0456 -3.6771  0.2618
66 H -4.3962 -3.1963 -1.6018  0.1131
67 H -5.4408 2.2627 0.9196  0.2033
68 C 4.3941 -6.4988 -3.4649  -0.6218
69 H -5.3693 -1.1359 -1.8931  0.2672
70 H 2.6941 1.0293 -3.6680  0.2743
71 H 3.9999 -6.7037 -4.4593  0.2186
72 O 2.3983 -0.5291 0.5703  -0.8068
73 C -1.1336 2.1733 0.0650  -0.0489
74 H -2.1033 -2.1754 -0.0379  0.5014
75 O 0.7057 -2.0389 4.1706  -0.5988
76 H -2.4750 -1.5585 2.9617  0.1800
77 H 0.0228 -3.7195 0.9445  0.3632
78 O 1.6685 1.0058 1.9247  -0.6785
79 H -4.4305 4.3296 0.9329  0.2430